Run 1
The following is a quantum chemistry calculation of the molecule C3H5N3S, from OMol25.

Positions of all 12 atoms, in Å:
H (-1.2987, 1.3885, -1.2786)
H (-0.2542, -1.1534, -2.0848)
N (-0.1495, 0.2902, 1.6760)
N (0.5258, -0.6714, -1.6507)
H (1.5182, -1.6056, 2.3203)
C (-0.9880, 1.1597, 0.9646)
S (1.6223, -1.7155, 0.9867)
C (0.4779, -0.4434, 0.7402)
C (-0.9025, 0.9592, -0.3738)
H (-1.6545, 1.9019, 1.4091)
N (0.0571, -0.1027, -0.5134)
H (1.0463, -0.0075, -2.1956)

Summary:
HOMO level (eV): -8.2
SMILES: Nn1ccnc1S

Run 2
The following is a quantum chemistry calculation of the molecule C3H5N3S, from OMol25.

Positions of all 12 atoms, in Å:
C (0.3525, -1.5868, -0.0145)
H (-2.4474, -1.6179, 0.0147)
N (0.3214, 0.5953, -0.0148)
C (-0.4811, -0.5201, -0.0002)
H (0.1529, -2.6308, -0.0009)
N (-0.0768, 1.9088, -0.0195)
S (-2.2634, -0.3348, -0.0101)
H (-0.6827, 2.1441, -0.7697)
C (1.5894, 0.1673, -0.0143)
N (1.6548, -1.1668, -0.0158)
H (-0.5752, 2.1522, 0.7939)
H (2.4556, 0.8895, 0.0511)

Summary:
HOMO level (eV): -8.3
SMILES: Nn1cncc1S

Stability ranking, top entry: run 1; the second entry is 7.8 kJ/mol less favorable.

Run 1
The following is a quantum chemistry calculation of the molecule C2H2ClNO, from OMol25.

Positions of all 7 atoms, in Å:
C (-1.3843, 0.1606, -0.0846)
C (0.3504, 0.2452, 0.2320)
N (-2.4992, 0.1587, -0.2978)
H (1.1573, -1.3124, -0.0568)
H (0.4746, 1.1301, 0.7942)
O (0.7633, -0.9163, 0.7576)
Cl (1.1379, 0.5340, -1.3446)

Summary:
HOMO level (eV): -11.9
SMILES: N#C[C@@H](O)Cl

Run 2
The following is a quantum chemistry calculation of a cluster of 2 separate species, C2H2ClNO in total, from OMol25.

Positions of all 7 atoms, in Å:
H (-0.3474, -1.5153, 0.8087)
C (0.8533, -0.5525, -0.7607)
Cl (-1.7986, -0.6139, -0.6762)
H (-0.0609, 2.2045, 0.6274)
O (-0.2335, 1.7108, 1.4267)
N (1.8307, -0.3469, -1.3760)
C (-0.2435, -0.8866, -0.0498)

Summary:
HOMO level (eV): -9.2

Run 3
The following is a quantum chemistry calculation of the molecule C2H2ClNO, from OMol25.

Positions of all 7 atoms, in Å:
C (-0.6949, 0.2689, 0.3549)
H (1.7044, -1.0927, 0.7159)
N (-0.3963, 1.4854, 0.4319)
Cl (-2.1954, -0.5927, 0.1918)
C (0.6019, -1.0681, 0.4667)
H (-0.9623, 2.2452, 0.1051)
O (0.1100, -2.0482, 0.0256)

Summary:
HOMO level (eV): -9.6
SMILES: [H]/N=C(\Cl)C=O

Stability ranking, top entry: run 1; the second entry is 56.2 kJ/mol less favorable.

Run 1
The following is a quantum chemistry calculation of a cluster of 2 separate species, C9H14 in total, from OMol25.

Positions of all 23 atoms, in Å:
C (0.2275, -2.5071, -0.5551)
C (-0.1901, 1.5893, -1.8118)
H (-0.3638, -3.2752, -1.0444)
H (-0.7816, 1.2762, 3.5007)
C (0.4951, 1.0199, 1.8022)
C (-1.2912, 0.8639, -1.3843)
C (-1.2106, -0.4946, -1.1462)
H (-0.3941, 2.6302, -2.0404)
H (-0.1120, 1.5762, 1.0935)
H (2.1468, -0.7988, -1.5483)
H (1.2885, -2.7502, -0.4697)
H (1.2069, 1.7313, 2.2029)
H (1.8338, 1.4017, -2.4834)
C (1.0119, 0.9304, -1.9614)
H (-1.3288, 0.1073, 2.4821)
C (0.0461, -1.1123, -1.1080)
H (-2.0837, -1.1108, -0.9658)
H (-0.1334, -2.4847, 0.4712)
C (1.1489, -0.3933, -1.5309)
H (0.9674, 0.2690, 1.1687)
C (-0.3760, 0.4357, 2.9129)
H (0.1004, -0.2883, 3.5639)
H (-2.2081, 1.3843, -1.1483)

Summary:
HOMO level (eV): -9.1
SMILES: Cc1ccccc1.CC

Run 2
The following is a quantum chemistry calculation of a cluster of 2 separate species, C9H14 in total, from OMol25.

Positions of all 23 atoms, in Å:
H (-1.7746, -1.8037, -0.4155)
C (-2.5183, 1.3298, -1.0230)
H (-3.4166, 0.8785, -0.6168)
H (2.3354, -1.4314, -1.5280)
C (0.8309, -0.5514, 1.3183)
H (-1.8580, 0.5205, -1.3310)
H (-1.9722, 3.2601, -0.1961)
C (1.8747, -0.7468, 0.3980)
H (3.3264, 0.5276, 1.3830)
C (-1.9480, 2.2167, 0.0979)
C (3.2763, -0.3445, 0.7265)
H (0.1036, -2.1795, -2.1001)
H (3.7765, -1.1406, 1.2886)
H (-2.8144, 1.8124, -1.9565)
C (1.5463, -1.3461, -0.8057)
H (-0.9243, 1.9343, 0.3446)
H (-2.5413, 2.1392, 1.0063)
C (0.2537, -1.7690, -1.1118)
H (3.8738, -0.1604, -0.1593)
C (-0.7368, -1.6155, -0.1579)
C (-0.4654, -0.8710, 0.9903)
H (1.0851, -0.0392, 2.2437)
H (-1.3129, -0.6198, 1.6044)

Summary:
HOMO level (eV): -9.0
SMILES: Cc1ccccc1.CC

Run 3
The following is a quantum chemistry calculation of a cluster of 2 separate species, C9H14 in total, from OMol25.

Positions of all 23 atoms, in Å:
C (-0.4977, -0.9133, 0.8705)
H (-0.4321, 1.2047, 1.3009)
C (-1.8235, -1.4629, -1.0615)
C (-0.8108, 0.4194, 0.6740)
H (2.5114, 1.4835, 1.5683)
C (2.2262, 2.1640, -0.4759)
C (-0.4217, -3.2405, -0.0764)
H (-0.1313, -3.6644, 0.8899)
H (0.5578, -3.2322, -0.5933)
H (-1.0916, -3.9175, -0.6239)
C (-1.8440, 0.7791, -0.1837)
H (2.3495, 3.2321, 1.4369)
H (-3.1876, -0.0136, -1.7373)
C (1.9838, 2.2933, 1.0249)
H (1.4921, 1.5163, -0.9590)
H (1.0051, 2.0374, 1.3767)
C (-2.4011, -0.1745, -1.0099)
H (-2.0780, 1.8328, -0.2895)
C (-1.0226, -1.8852, 0.0120)
H (3.1037, 1.5859, -0.7968)
H (0.2876, -1.2017, 1.5654)
H (-1.8511, -1.9881, -2.0091)
H (2.0758, 3.1454, -0.9033)

Summary:
HOMO level (eV): -8.9
SMILES: Cc1ccccc1.CC

Stability ranking, top entry: run 2; the second entry is 7.7 kJ/mol less favorable.

Run 1
The following is a quantum chemistry calculation of a cluster of 2 separate species, C9H14 in total, from OMol25.

Positions of all 23 atoms, in Å:
C (-1.0248, 2.6322, 0.2204)
H (-1.0327, -4.7248, -0.4620)
H (-1.3980, 1.8284, 2.7998)
H (-1.2411, -2.9854, -0.8624)
C (-0.8577, 2.8598, -1.1232)
H (1.3981, -4.2165, -0.0562)
C (0.9092, 1.3243, 0.4416)
H (1.2182, -2.8601, -1.2419)
C (-0.3235, 1.8419, 2.5520)
H (-0.0078, 0.9025, 2.9763)
H (0.0983, 2.7414, 3.0026)
C (-0.1522, 1.9729, 1.0826)
H (0.8614, -4.4736, -1.7760)
C (0.2652, 2.2125, -1.7492)
C (1.0084, 1.3915, -0.9372)
C (-0.6197, -3.7202, -0.3621)
H (1.8246, 0.8233, -1.3843)
H (-1.4699, 3.4314, -1.8013)
H (1.6886, 0.8765, 1.0426)
C (0.8448, -3.8243, -0.9042)
H (0.5527, 2.4100, -2.7701)
H (-0.5814, -3.4740, 0.6876)
H (-1.9606, 3.0301, 0.6247)

Summary:
HOMO level (eV): -9.0
SMILES: Cc1ccccc1.CC

Run 2
The following is a quantum chemistry calculation of the molecule C9H14, from OMol25.

Positions of all 23 atoms, in Å:
C (-0.3801, -0.2242, 0.0905)
C (-0.2209, 0.5072, 2.4518)
C (0.1581, 0.1273, 3.7203)
C (-0.5799, 1.9652, 2.1644)
H (-0.9067, -1.1887, -3.8196)
H (2.4031, -0.0197, -2.8775)
H (2.3077, -0.8821, -1.2188)
H (0.1752, 0.8767, 4.5033)
C (-0.3529, -0.3317, -3.3918)
H (-1.1183, 0.4290, -3.1788)
H (-0.6197, 0.7939, -0.2237)
H (0.0358, -1.5421, 1.6437)
C (-0.1289, -0.4918, 1.3917)
H (0.1134, 2.4011, 1.4336)
C (1.7724, -0.5492, -2.1055)
C (0.4103, -0.7381, -2.1757)
H (-0.5691, 2.5561, 3.0787)
H (0.4884, -0.8816, 3.9683)
H (0.0586, -2.1889, -0.7174)
H (-1.5844, 2.0569, 1.7280)
H (0.3283, 0.0528, -4.1713)
H (-1.4142, -1.4734, -1.2956)
C (-0.3762, -1.2546, -0.9984)

Summary:
HOMO level (eV): -8.3
SMILES: C=C(C)/C=C/CC(=C)C

Run 3
The following is a quantum chemistry calculation of a cluster of 2 separate species, C9H14 in total, from OMol25.

Positions of all 23 atoms, in Å:
H (0.7183, 1.2814, -0.0056)
H (0.8837, -3.2477, 0.2967)
C (2.2228, -1.0125, -1.9907)
C (-2.9311, 3.0590, 0.7166)
C (-0.6691, -1.0654, 1.0854)
H (2.2608, -3.1984, -1.5534)
C (0.5988, -1.0071, 0.2915)
H (2.3477, 1.1981, -1.8406)
C (1.0743, -2.2694, -0.2162)
H (-3.3603, 3.5534, 2.9541)
H (-2.0482, 3.6876, 0.5766)
C (-3.1532, 2.6302, 2.1917)
H (-2.7369, 2.2449, 0.0966)
C (1.8078, -2.2265, -1.4077)
H (-3.8327, 1.8441, 2.3847)
H (2.8986, -0.9543, -2.9112)
C (1.0418, 0.2005, -0.2957)
H (-0.4651, -2.1205, 1.4861)
H (-2.1683, 2.2100, 2.5596)
H (-3.7432, 3.5002, 0.0559)
C (1.9228, 0.2508, -1.4467)
H (-0.6012, -0.2157, 1.8317)
H (-1.6422, -1.1410, 0.5001)

Summary:
HOMO level (eV): -8.9
SMILES: Cc1ccccc1.CC

Run 4
The following is a quantum chemistry calculation of a cluster of 2 separate species, C9H14 in total, from OMol25.

Positions of all 23 atoms, in Å:
H (-1.8788, 2.3746, 1.2183)
H (1.9501, -2.0868, 1.4155)
H (2.2103, 0.1721, 0.1968)
C (-0.0499, -1.5528, 2.0727)
C (1.6733, 0.1855, -3.0444)
C (1.2471, -0.1358, 0.5988)
H (0.1239, 1.3670, -0.2307)
H (2.6419, -0.3636, -3.6335)
H (1.4843, -0.6377, -2.2000)
C (-2.2453, 1.3793, 0.9937)
C (0.4111, 0.6652, -3.7470)
H (0.0474, -0.1797, -4.3290)
C (1.1449, -1.2874, 1.4056)
H (0.6528, 1.5412, -4.3246)
H (-2.9590, 1.1398, 1.8466)
C (-1.1744, 0.3499, 1.0467)
C (-1.1887, -0.7666, 1.8710)
H (-2.1545, -1.0208, 2.2202)
H (-2.9222, 1.2974, 0.1581)
C (0.0518, 0.6444, 0.5078)
H (-0.3339, 0.8552, -2.9004)
H (-0.1709, -2.3970, 2.8023)
H (2.0896, 1.0486, -2.4687)

Summary:
HOMO level (eV): -9.1
SMILES: Cc1ccccc1.CC

Stability ranking, top entry: run 1; the second entry is 84.6 kJ/mol less favorable.